No. 1
119
Properties=species:S:1:pos:R:3:forces:R:3 method="wB97M-V/def2-TZVPD" spin_multiplicity=1 de_lowest_kcal_mol=45.1 homo_energy_ev=-6.9673 homo_lumo_gap_ev=5.77 energy_ev=-86908.093
Tl -1.7465 1.4317 -0.0294 0.17 0.13 -0.21
O -4.1274 1.5391 -5.0349 0.13 -0.03 0.06
C -3.8361 1.4899 -3.8531 -0.21 -0.14 -0.22
N -2.5888 1.7719 -3.3907 0.42 0.57 0.15
C -1.5075 1.1183 -3.3517 -0.22 -0.61 0.43
C -1.5099 -0.4112 -3.5148 0.30 0.01 0.02
C -0.9559 -0.9843 -4.8215 -0.20 0.04 -0.09
C 1.2456 0.0617 -4.1815 -0.36 0.09 0.13
C 0.9515 1.3098 -3.3794 -0.37 -0.06 0.16
C -0.2323 1.7410 -2.8944 0.63 -0.01 -0.31
N -0.3262 2.6462 -1.8488 -0.66 -0.32 0.59
C 0.6062 3.5708 -1.6225 -0.33 -0.06 -0.30
O 1.3606 4.1125 -2.4353 0.14 -0.07 0.27
C 0.7343 3.9736 -0.1576 0.20 0.13 0.02
C 1.4658 5.1206 0.1485 -0.08 0.07 0.04
C 1.7040 5.4347 1.4723 -0.07 -0.02 -0.06
C 1.2114 4.5871 2.4588 -0.01 -0.03 0.06
C 0.4972 3.4692 2.0640 0.02 -0.05 0.11
N 0.2607 3.1665 0.7905 0.05 -0.05 -0.14
C -4.9207 1.2273 -2.8364 -0.26 -0.16 -0.03
C -6.2099 1.0094 -3.3096 -0.03 0.08 -0.10
C -7.2116 0.7181 -2.4004 0.06 -0.04 0.00
C -6.8920 0.6604 -1.0535 -0.04 0.00 -0.02
C -5.5765 0.8821 -0.6785 -0.01 -0.07 0.05
N -4.6124 1.1494 -1.5498 0.53 0.11 0.16
H -2.5530 -0.7312 -3.4498 0.07 0.04 0.15
H -0.6735 -2.0194 -4.5974 -0.04 0.01 0.01
H 2.2390 0.1916 -4.6199 -0.02 0.03 0.01
H 1.8251 1.8179 -2.9890 0.04 0.01 -0.11
H 1.8280 5.7247 -0.6708 0.04 -0.03 0.00
H 2.2777 6.3124 1.7413 -0.02 0.02 -0.02
H 1.4029 4.7776 3.5078 -0.01 -0.04 0.00
H 0.1128 2.7637 2.7991 -0.01 0.08 -0.02
H -6.3966 1.0771 -4.3714 0.01 -0.03 0.00
H -8.2200 0.5203 -2.7397 -0.02 0.06 0.01
H -7.6413 0.4433 -0.3053 0.00 -0.02 0.01
H -5.2826 0.8244 0.3642 0.02 0.05 -0.01
C 5.2761 -2.7377 -1.3357 0.01 -0.10 -0.05
C 4.1099 -3.4926 -1.9885 0.03 -0.01 0.08
C 3.8454 -4.7829 -1.1927 0.02 0.15 -0.06
C 4.4763 -3.9003 -3.4212 -0.03 0.01 0.07
C 2.8647 -2.6084 -1.9848 0.20 0.01 -0.05
C 1.9896 -2.6058 -0.9187 -0.29 -0.03 -0.11
C 0.7727 -1.9067 -0.9640 0.27 0.22 -0.88
N -0.0926 -1.8339 0.1017 -0.47 -0.36 0.92
C 0.3122 -1.7428 1.3299 -0.22 0.18 -1.22
C 1.6590 -1.4327 1.7354 0.54 0.13 0.47
C 1.9930 -1.3458 3.0377 0.26 0.03 -0.64
C 0.9833 -1.6128 4.0433 -0.58 -0.15 0.13
C -0.3283 -1.8096 3.7833 0.33 0.08 0.62
C -0.7608 -1.8146 2.3760 -1.02 0.18 -0.43
O -1.9365 -1.8474 2.0397 0.54 -0.09 0.27
C -1.3751 -1.9586 4.8857 -0.09 -0.06 -0.04
C -0.7370 -1.9558 6.2757 0.01 -0.01 -0.13
C -2.3719 -0.7869 4.8129 0.05 0.00 -0.02
C -2.1234 -3.2907 4.7038 0.04 0.07 -0.06
C 3.3886 -0.9591 3.5079 0.06 0.08 0.00
C 3.2900 0.2096 4.5015 -0.07 -0.07 -0.05
C 4.0287 -2.1800 4.1845 -0.06 0.04 -0.01
C 4.2747 -0.5091 2.3441 -0.08 -0.06 0.03
C 0.3779 -1.3034 -2.1956 0.19 -0.22 0.48
O -0.9334 -0.9657 -2.3071 0.22 0.47 0.00
C 1.3804 -1.0492 -3.1468 -0.03 0.00 -0.01
C 2.5895 -1.7182 -3.0211 0.01 -0.06 -0.02
C 0.2956 -0.2669 -5.3479 0.19 0.04 -0.23
C 1.0499 -1.2096 -6.2951 -0.08 -0.02 0.07
C -2.1023 -0.9924 -5.8371 0.07 -0.07 0.08
C -0.0454 1.0160 -6.1189 -0.03 -0.13 0.04
H 6.1381 -3.3995 -1.2222 0.05 0.03 -0.02
H 4.9866 -2.3820 -0.3450 0.02 -0.01 0.00
H 5.5778 -1.8752 -1.9320 -0.02 0.02 -0.01
H 4.6159 -5.5209 -1.4183 0.03 0.00 0.04
H 2.8748 -5.2032 -1.4589 0.02 -0.08 0.03
H 3.8677 -4.6037 -0.1168 -0.07 -0.02 0.03
H 5.2776 -4.6405 -3.4037 0.04 0.02 0.00
H 4.8200 -3.0578 -4.0212 -0.03 0.02 0.00
H 3.6104 -4.3466 -3.9132 0.03 -0.01 -0.07
H 2.1931 -3.2053 -0.0422 -0.04 -0.01 0.01
H 2.3648 -1.1979 0.9530 0.02 0.02 0.09
H 1.3088 -1.6042 5.0747 -0.01 0.02 -0.01
H -0.2616 -0.9968 6.4943 0.03 -0.03 0.04
H 0.0064 -2.7500 6.3684 0.00 -0.01 0.08
H -1.5075 -2.1282 7.0277 -0.02 0.02 0.00
H -1.8694 0.1577 5.0401 -0.01 -0.02 0.02
H -3.1756 -0.9343 5.5387 0.06 0.00 0.04
H -2.8158 -0.7121 3.8246 -0.05 -0.01 -0.01
H -1.4182 -4.1244 4.7080 -0.02 -0.03 0.03
H -2.6703 -3.3024 3.7645 -0.01 -0.03 -0.01
H -2.8318 -3.4345 5.5217 0.00 0.00 0.01
H 2.7376 -0.0608 5.4019 0.01 0.03 0.02
H 2.7842 1.0544 4.0292 0.02 0.05 0.04
H 4.2877 0.5296 4.8047 0.01 -0.01 0.01
H 3.4203 -2.5395 5.0163 0.03 -0.01 0.03
H 5.0194 -1.9302 4.5684 0.00 0.02 0.02
H 4.1336 -2.9956 3.4671 0.01 -0.02 0.01
H 3.7920 0.2851 1.7721 0.06 0.03 -0.02
H 4.5011 -1.3368 1.6695 -0.02 0.02 -0.02
H 5.2197 -0.1227 2.7270 0.02 -0.03 0.02
H 3.3405 -1.5262 -3.7782 -0.03 -0.04 -0.05
H 1.4909 -2.0458 -5.7468 0.00 -0.01 0.00
H 1.8497 -0.6631 -6.7979 0.04 -0.03 -0.01
H 0.3908 -1.6193 -7.0617 0.00 0.02 -0.02
H -2.8918 -1.6703 -5.5096 -0.02 -0.02 0.00
H -1.7633 -1.3262 -6.8168 -0.01 0.03 -0.03
H -2.5389 0.0026 -5.9317 -0.02 -0.05 -0.11
H 0.8533 1.6184 -6.2583 0.02 0.00 -0.02
H -0.7724 1.6319 -5.5938 0.01 0.09 -0.10
H -0.4529 0.7705 -7.1002 -0.01 0.03 -0.02
S -2.9226 4.2916 1.0119 -0.08 0.05 -0.24
C -3.4080 4.4250 2.5843 0.36 0.14 0.08
N -2.5081 4.9565 3.5069 -0.34 -0.14 -0.10
C -2.8330 5.2074 4.7871 -0.06 0.01 0.16
C -4.0813 4.9083 5.2317 -0.05 -0.04 -0.02
C -4.9538 4.3103 4.2893 0.23 0.10 0.04
N -4.6388 4.0749 3.0469 -0.23 -0.12 0.00
H -1.5921 5.1699 3.1340 0.04 0.02 0.01
H -2.0682 5.6413 5.4165 0.04 0.01 -0.06
H -4.3852 5.0976 6.2483 0.03 0.01 0.01
H -5.9549 4.0189 4.5928 0.01 -0.01 0.00

***

No. 2
51
Properties=species:S:1:pos:R:3:forces:R:3 method="wB97M-V/def2-TZVPD" spin_multiplicity=2 s2=0.8361 homo_energy_ev="-10.4985 / -10.2204" total_charge=+1 homo_lumo_gap_ev="6.65 / 6.37" energy_ev=-76120.947
Co 0.5762 0.6628 -0.0386 0.23 -0.34 -0.10
N -3.7311 0.7621 -0.3022 -0.04 0.03 0.00
C -2.4730 0.3426 -0.3198 0.03 -0.08 0.03
N -1.4329 1.0969 -0.0992 0.27 0.13 0.09
C -1.6423 2.4570 0.1981 -0.22 0.02 -0.05
N -0.6610 3.2599 0.4632 0.34 -0.36 -0.03
N 0.5231 2.5553 0.3857 -0.35 0.17 -0.03
C 1.6347 3.1031 0.6520 0.43 0.02 -0.01
C 2.8066 2.2115 0.4836 -0.31 0.28 0.04
C 4.0958 2.6369 0.6962 0.21 0.07 -0.01
C 5.1448 1.7521 0.4553 -0.04 0.13 0.05
C 4.8525 0.4868 -0.0041 -0.05 -0.08 -0.04
C 3.5211 0.1237 -0.1838 0.04 -0.11 0.03
N 2.5139 0.9529 0.0704 -0.05 0.07 0.04
C -3.0080 2.9723 0.2100 0.10 0.00 0.01
C -3.2976 4.3154 0.4741 0.04 0.00 0.00
C -4.6039 4.7470 0.4891 -0.04 -0.02 -0.01
C -5.6443 3.8476 0.2350 -0.01 0.08 0.03
C -5.3793 2.5236 -0.0346 0.03 -0.07 -0.01
C -4.0553 2.0945 -0.0429 -0.09 0.02 0.01
H -4.4696 0.0977 -0.4735 0.00 -0.02 -0.02
H -2.3157 -0.7063 -0.5298 0.01 0.00 0.02
H 1.7150 4.1468 0.9439 0.08 -0.05 0.03
H 4.2727 3.6501 1.0311 0.04 -0.03 0.01
H 6.1699 2.0571 0.6179 -0.02 0.02 -0.01
H 5.6337 -0.2270 -0.2229 -0.03 -0.01 0.00
H 3.2508 -0.8622 -0.5360 0.00 -0.02 0.04
H -2.4795 4.9956 0.6637 -0.01 -0.01 0.01
H -4.8266 5.7835 0.6997 -0.01 0.00 -0.01
H -6.6703 4.1899 0.2521 0.02 0.01 -0.01
H -6.1822 1.8250 -0.2354 0.01 0.00 0.01
C -0.5631 -1.6098 -2.0104 -0.22 -0.42 0.15
Si 0.3418 -1.6584 -0.3225 -0.76 0.71 -0.09
C -0.7657 -1.8678 1.2313 -0.22 -0.31 -0.21
C 1.3180 -3.2561 -0.3384 0.32 0.07 0.05
C 1.0280 -4.2629 -1.2619 0.10 -0.05 0.00
C 1.6096 -5.5212 -1.1573 -0.01 0.04 -0.02
C 2.5053 -5.7918 -0.1342 0.00 0.00 0.00
C 2.8286 -4.7969 0.7792 0.02 0.01 0.00
C 2.2367 -3.5474 0.6762 0.04 0.03 -0.03
H -1.4011 -2.3096 -2.1229 0.09 0.00 0.01
H 0.1800 -1.8871 -2.7627 -0.03 0.08 -0.05
H -0.9264 -0.6143 -2.2644 0.07 0.02 -0.07
H -1.6701 -2.4645 1.0585 0.09 -0.04 0.02
H -1.0720 -0.9259 1.6884 0.02 0.00 0.04
H -0.1693 -2.4170 1.9636 -0.03 0.04 0.04
H 0.3377 -4.0764 -2.0753 -0.03 -0.01 0.03
H 1.3601 -6.2907 -1.8771 0.00 0.01 0.01
H 2.9493 -6.7750 -0.0463 0.02 0.02 -0.02
H 3.5384 -4.9973 1.5721 -0.02 -0.01 0.00
H 2.4957 -2.7840 1.4056 -0.04 -0.02 0.02

***

No. 3
49
Properties=species:S:1:pos:R:3:forces:R:3 method="wB97M-V/def2-TZVPD" spin_multiplicity=1 homo_energy_ev="-7.9388 / -7.9381" homo_lumo_gap_ev="7.31 / 7.30" energy_ev=-230341.033
Ni 0.1697 0.3681 0.1341 0.17 0.66 -0.14
Cl 0.5998 6.9187 1.9813 -0.02 -0.14 -0.04
C 0.0956 5.2696 1.7261 0.06 0.16 0.01
C -1.0364 4.8055 2.3259 -0.17 -0.08 0.07
C -1.4627 3.4751 2.1471 -0.21 -0.07 0.15
I -3.1912 2.7869 3.0750 0.04 0.07 0.01
C -0.7489 2.5811 1.3740 -0.18 -0.31 0.06
O -1.0567 1.3208 1.1947 0.15 0.20 -0.08
C 0.4117 3.0913 0.7406 0.18 0.09 -0.15
N 1.0700 2.1879 -0.0363 0.12 -0.48 0.03
C 2.1660 2.5550 -0.6606 0.07 0.03 0.05
C 2.6893 3.8530 -0.5544 0.05 0.04 -0.06
C 2.0446 4.7763 0.2210 -0.06 0.03 0.05
C 0.8584 4.4165 0.9007 0.27 0.02 -0.18
H -1.6122 5.4722 2.9543 -0.02 -0.05 -0.02
H 2.6634 1.8098 -1.2663 0.02 0.15 0.17
H 3.5978 4.1035 -1.0889 -0.09 -0.02 0.06
H 2.4326 5.7823 0.3251 -0.04 -0.05 -0.01
Se -1.4175 -1.3208 0.3865 -0.18 -0.21 0.02
P -0.9236 -3.3427 -0.3539 0.10 0.18 0.11
Se 0.9506 -3.6553 -1.3463 0.09 0.11 0.01
C -1.0284 -4.4569 1.0840 0.09 0.01 0.24
C -1.6193 -4.0528 2.2804 0.00 -0.21 -0.03
C -1.6151 -4.9046 3.3799 -0.01 0.02 -0.07
C -1.0291 -6.1587 3.2872 0.01 -0.01 0.02
C -0.4527 -6.5694 2.0909 -0.01 -0.02 -0.02
C -0.4470 -5.7220 0.9930 -0.09 0.00 0.05
C -2.2951 -3.8482 -1.4353 -0.13 0.16 -0.20
C -2.0877 -4.9024 -2.3224 -0.09 -0.03 0.00
C -3.0956 -5.2823 -3.1962 -0.02 -0.02 0.00
C -4.3102 -4.6066 -3.1981 0.01 -0.01 -0.02
C -4.5205 -3.5550 -2.3173 0.05 0.01 0.07
C -3.5176 -3.1757 -1.4319 0.01 -0.20 -0.07
H -2.0706 -3.0731 2.3574 0.05 0.00 0.03
H -2.0593 -4.5791 4.3140 0.01 -0.02 -0.08
H -1.0123 -6.8147 4.1514 -0.01 0.05 -0.08
H 0.0105 -7.5475 2.0172 -0.05 0.07 0.00
H 0.0267 -6.0318 0.0683 0.02 0.03 0.08
H -1.1302 -5.4110 -2.3410 -0.05 0.05 -0.03
H -2.9256 -6.0979 -3.8898 -0.02 0.04 0.05
H -5.0915 -4.8954 -3.8934 0.07 0.02 0.05
H -5.4619 -3.0161 -2.3265 0.07 -0.06 0.03
H -3.6831 -2.3527 -0.7501 0.02 0.03 -0.04
C 2.0616 -0.2912 -2.1349 -0.34 -0.13 0.09
O 1.5800 -0.5874 -0.8118 0.11 -0.04 0.11
H 1.7908 -1.0956 -2.8095 -0.04 -0.17 -0.05
H 3.1414 -0.1702 -2.1162 0.12 -0.03 0.03
H 1.5923 0.6245 -2.4817 -0.07 -0.02 -0.03
H 1.4982 -1.5781 -0.7158 -0.07 0.14 -0.25

***

No. 4
17
Properties=species:S:1:pos:R:3:forces:R:3 method="wB97M-V/def2-TZVPD" smiles="C=CN.CCO" spin_multiplicity=1 de_lowest_kcal_mol=72.2 homo_energy_ev=-7.5754 homo_lumo_gap_ev=8.53 energy_ev=-7861.424
C 0.6320 0.4501 1.4891 1.52 0.80 0.15
C 0.2626 1.6523 2.0067 -0.73 0.01 -0.20
N 0.3672 -0.7969 1.9915 -0.74 -0.64 0.04
H 1.3228 0.4721 0.6377 0.68 -0.24 0.62
H 0.9856 2.4441 2.1267 0.13 0.36 -1.36
H -0.7616 1.9952 2.1195 -0.06 -0.81 1.42
H 0.5074 -0.8738 2.9867 -0.56 0.36 0.04
H 0.8426 -1.5827 1.5749 -0.18 0.20 -0.55
H -1.1114 -2.1541 -2.3034 0.00 0.17 -0.04
C 0.1267 -0.7214 -1.7571 -0.65 0.16 -0.51
O -0.4069 -2.0330 -1.6616 0.20 -0.31 0.37
C -0.8846 0.3646 -1.3780 0.52 0.51 -0.55
H 1.0073 -0.6722 -1.1284 0.08 -0.28 0.18
H 0.4539 -0.5599 -2.7898 0.20 0.14 0.09
H -0.3725 1.2256 -0.9445 -0.02 -0.11 0.19
H -1.3279 0.7724 -2.2897 -0.43 -0.25 0.10
H -1.6432 0.0175 -0.6803 0.04 -0.08 0.00

***

No. 5
61
Properties=species:S:1:pos:R:3:forces:R:3 method="wB97M-V/def2-TZVPD" spin_multiplicity=2 de_lowest_kcal_mol=31.8 s2=0.7700 homo_energy_ev="-7.9468 / -7.8265" homo_lumo_gap_ev="7.57 / 7.60" energy_ev=-62825.727
Ru 0.1701 -0.2071 0.7916 -0.33 0.60 -1.29
C 2.0414 0.0531 0.0435 0.34 -0.42 0.59
Si 2.6444 1.6190 0.7504 0.58 -0.06 0.60
C 1.3256 2.7595 0.1321 -0.33 0.47 0.07
N -0.0094 2.1099 0.4207 0.12 -0.32 0.03
C -0.8658 2.3152 -0.7710 -0.12 0.24 -0.09
C -1.1545 3.7847 -1.0727 0.13 0.02 -0.01
C -1.5614 4.5467 0.2005 -0.02 0.07 0.02
C -1.8412 3.5886 1.3517 0.02 -0.01 -0.04
C -0.6236 2.7251 1.6565 -0.10 0.33 -0.12
C 4.3947 2.1193 0.3034 0.03 0.17 -0.32
C 4.7094 2.5225 -1.0003 0.04 0.00 0.01
C 6.0053 2.8672 -1.3577 -0.01 -0.02 0.02
C 7.0210 2.8083 -0.4119 0.00 0.00 0.00
C 6.7345 2.4053 0.8843 -0.04 -0.02 -0.03
C 5.4337 2.0660 1.2364 -0.02 0.02 0.02
C 2.6019 1.5874 2.6161 0.05 -0.08 0.22
C 2.6163 2.7880 3.3358 -0.05 -0.05 -0.01
C 2.6578 2.7960 4.7205 0.00 -0.04 0.04
C 2.7003 1.5933 5.4194 0.00 0.05 0.02
C 2.7020 0.3931 4.7286 0.01 0.00 -0.08
C 2.6538 0.3951 3.3388 0.08 0.01 0.06
H 2.6481 -0.8283 0.2638 0.01 -0.05 -0.21
H 1.7922 0.0790 -1.0209 0.28 0.10 -0.06
H 1.4642 2.8872 -0.9463 -0.14 -0.10 0.03
H 1.3457 3.7675 0.5615 0.00 -0.07 -0.11
H -1.7875 1.7763 -0.6100 -0.04 0.05 0.04
H -0.3641 1.8465 -1.6193 -0.01 -0.09 0.02
H -1.9480 3.8261 -1.8227 0.02 -0.04 0.02
H -0.2789 4.2542 -1.5256 -0.05 0.02 -0.03
H -2.4301 5.1783 0.0105 0.00 0.02 0.00
H -0.7533 5.2192 0.5038 -0.01 0.00 0.00
H -2.7041 2.9519 1.1354 -0.01 0.03 -0.04
H -2.0873 4.1526 2.2530 -0.03 -0.06 0.04
H -0.8845 1.9557 2.3723 0.01 -0.05 -0.08
H 0.1326 3.3493 2.1334 0.06 -0.05 -0.02
H 3.9328 2.5667 -1.7596 0.01 -0.01 0.04
H 6.2254 3.1779 -2.3718 -0.01 0.00 0.02
H 8.0345 3.0751 -0.6861 -0.03 0.00 0.00
H 7.5244 2.3550 1.6240 -0.02 0.00 -0.01
H 5.2248 1.7600 2.2560 0.00 0.02 -0.04
H 2.5971 3.7373 2.8071 0.01 -0.01 0.00
H 2.6575 3.7363 5.2582 0.01 -0.01 0.00
H 2.7322 1.5970 6.5025 -0.01 0.00 -0.03
H 2.7249 -0.5476 5.2658 0.00 0.04 -0.02
H 2.6520 -0.5567 2.8190 -0.03 0.01 -0.02
C -4.6618 -0.3882 -0.1100 -0.18 -0.02 0.09
S -3.1206 -0.5145 -0.9927 0.40 0.08 0.05
C -3.1034 -2.2854 -1.1902 -0.07 -0.12 0.01
O -2.0748 -0.1745 0.0320 -0.58 -0.16 0.22
H -4.6244 -1.0534 0.7527 -0.03 0.06 0.01
H -5.4874 -0.6434 -0.7772 0.05 0.00 0.04
H -4.7525 0.6466 0.2164 -0.03 -0.03 0.00
H -3.8984 -2.5548 -1.8888 0.06 -0.03 0.05
H -3.2522 -2.7559 -0.2177 0.02 -0.01 -0.03
H -2.1331 -2.5561 -1.5978 0.00 -0.02 -0.06
O 0.1973 -3.6081 -0.6861 0.08 0.42 0.01
N 0.2907 -2.4715 -0.3008 0.23 -0.49 0.08
O 0.6448 -2.1691 0.8930 -0.44 -0.76 -0.20
O 0.0284 -1.4572 -1.0221 -0.02 0.19 0.09
I -0.8556 -0.5454 3.1986 0.11 0.16 0.40

***

No. 6
9
Properties=species:S:1:pos:R:3:forces:R:3 method="wB97M-V/def2-TZVPD" spin_multiplicity=1 de_lowest_kcal_mol=134.2 homo_energy_ev=-9.6815 homo_lumo_gap_ev=8.21 energy_ev=-13791.283
C -0.1294 0.8004 -0.4173 -3.62 -7.05 -1.52
C 0.4147 -1.1178 0.1656 -0.36 2.49 1.88
N -0.3258 1.6747 0.5920 -0.16 2.12 2.44
O -1.2760 1.5444 1.3608 1.07 -0.66 -1.40
F 0.7588 1.0947 -1.3138 1.70 1.17 -0.68
F 1.6943 -1.2165 -0.2326 -1.08 -0.08 0.18
F -0.3693 -1.9515 -0.5508 0.80 0.77 0.89
H -1.0932 0.3724 -0.9932 1.67 1.27 1.53
H 0.3259 -1.2007 1.3893 -0.03 -0.04 -3.32

***

No. 7
12
Properties=species:S:1:pos:R:3:forces:R:3 method="wB97M-V/def2-TZVPD" spin_multiplicity=1 de_lowest_kcal_mol=71.8 homo_energy_ev=-8.5133 homo_lumo_gap_ev=8.08 energy_ev=-18965.098
C 0.5735 -0.5499 -0.5969 2.99 0.45 0.16
O 0.0127 -1.2986 0.4419 0.51 -0.29 0.62
Si 1.0265 1.2788 -0.3791 -0.34 -0.37 0.16
Si -2.7617 -1.0510 0.5965 1.04 0.61 0.23
H 1.5081 -1.0387 -1.0430 -1.21 0.38 0.38
H -0.1071 -0.3796 -1.3593 -1.74 -0.69 -1.69
H 0.5898 -1.2412 1.2377 -0.78 0.00 -0.80
H 1.9887 1.2466 0.7666 0.32 0.50 -0.51
H -0.1755 2.0364 0.1838 0.68 -0.17 -0.70
H 1.4628 1.5756 -1.8805 -0.23 0.14 1.74
H -2.3934 0.4460 0.3142 -0.24 -0.55 0.00
H -1.7245 -1.0244 1.7181 -1.00 -0.01 0.41

***

Computed M, in the same sequence as the records: 1055.49, 443.47, 738.33, 89.14, 662.61, 113.04, 92.25 g mol⁻¹.